Computed, not measured: a molecular structure, C25H69CdN4O12 in a non-equilibrium geometry, with wB97M-V/def2-TZVPD.

Kohn-Sham gap: 1.274 eV
Max |F|: 3.80 eV/A
2S+1: 1
Charge: +1

XYZ file:
```
111
C25H69CdN4O12 | OMol25 | wB97M-V/def2-TZVPD
Cd 4.077 -7.912 -12.835
C -0.708 -8.177 -10.736
O 0.510 -7.894 -11.347
H -1.530 -7.490 -10.935
H -0.947 -9.107 -11.252
H -0.560 -8.232 -9.658
C -6.716 -5.590 -10.715
O -6.323 -4.782 -11.805
C -7.255 -5.040 -12.970
C -6.334 -5.866 -13.959
N -6.989 -6.371 -15.195
C -8.298 -7.071 -14.902
C -8.823 -7.915 -16.020
O -7.968 -8.993 -16.472
C -8.555 -9.663 -17.619
H -7.785 -5.521 -10.511
H -6.050 -5.502 -9.857
H -6.802 -6.667 -10.857
H -7.292 -4.106 -13.531
H -8.289 -5.348 -12.811
H -5.888 -6.756 -13.515
H -5.505 -5.217 -14.239
H -6.290 -6.947 -15.640
H -8.970 -6.243 -14.678
H -8.235 -7.666 -13.991
H -9.019 -7.246 -16.858
H -9.859 -8.198 -15.832
H -9.420 -10.242 -17.295
H -7.893 -10.490 -17.874
H -8.929 -9.077 -18.459
C 2.875 -10.036 -2.114
O 2.078 -9.255 -3.042
C 0.712 -9.382 -2.726
C 0.002 -8.369 -3.621
N 0.307 -6.998 -3.129
C -0.794 -6.111 -3.440
C -0.563 -4.720 -2.912
O -0.670 -4.574 -1.539
C -1.941 -4.770 -0.904
H 3.144 -9.462 -1.227
H 3.702 -10.495 -2.655
H 2.476 -11.022 -1.877
H 0.478 -9.326 -1.662
H 0.430 -10.401 -2.991
H -1.051 -8.590 -3.795
H 0.467 -8.515 -4.595
H 0.556 -6.857 -2.160
H -1.730 -6.468 -3.009
H -0.959 -6.152 -4.517
H -1.236 -4.026 -3.416
H 0.439 -4.407 -3.207
H -1.742 -4.701 0.166
H -2.278 -5.753 -1.233
H -2.689 -4.021 -1.163
C -2.820 -8.959 -18.449
O -3.177 -7.837 -19.158
C -3.625 -8.206 -20.429
C -3.992 -6.933 -21.299
N -2.874 -6.164 -21.843
C -2.290 -6.806 -23.014
C -3.277 -6.689 -24.212
O -3.664 -5.408 -24.498
C -2.545 -4.623 -25.026
H -2.275 -9.662 -19.080
H -3.774 -9.431 -18.213
H -2.240 -8.654 -17.578
H -4.434 -8.936 -20.419
H -2.808 -8.688 -20.966
H -4.706 -6.346 -20.722
H -4.600 -7.300 -22.126
H -3.393 -5.397 -22.245
H -2.061 -7.870 -22.954
H -1.359 -6.258 -23.159
H -4.184 -7.266 -24.029
H -2.917 -7.243 -25.079
H -2.734 -4.358 -26.066
H -1.533 -4.946 -24.780
H -2.647 -3.635 -24.577
C 1.546 -16.352 -11.854
O 2.324 -17.347 -11.197
C 2.638 -18.492 -12.035
C 3.749 -19.408 -11.451
N 5.028 -18.732 -11.653
C 6.279 -19.424 -11.257
C 6.911 -20.428 -12.194
O 6.499 -21.772 -12.071
C 7.184 -22.600 -13.009
H 1.323 -15.626 -11.073
H 0.614 -16.702 -12.298
H 1.993 -15.837 -12.704
H 2.994 -18.128 -12.999
H 1.790 -19.153 -12.211
H 3.686 -20.421 -11.846
H 3.628 -19.624 -10.389
H 4.950 -17.795 -11.284
H 6.178 -19.837 -10.253
H 7.030 -18.646 -11.118
H 7.999 -20.454 -12.145
H 6.720 -19.976 -13.167
H 6.920 -23.646 -12.853
H 8.271 -22.657 -12.960
H 6.767 -22.272 -13.961
O 4.405 -11.216 -11.683
H 3.758 -11.388 -10.999
H 4.992 -11.971 -11.654
O 0.277 -5.645 -15.420
H 0.290 -5.825 -14.480
H -0.489 -6.118 -15.745
O 5.224 -7.320 -9.451
H 6.033 -7.301 -8.939
H 4.530 -7.164 -8.811
```

Atomic partial charges in e from the Löwdin method, atoms 1 to 8: 0.909 -0.148 -0.088 0.106 0.129 0.086 -0.157 -0.189